(1)
C5H14CeN3 | ωB97M-V with the def2-TZVPD basis set

Geometry as XYZ:
```
23
Properties=species:S:1:pos:R:3:forces:R:3
C 2.1475 -2.7233 -0.7170 -0.299 0.123 0.181
Ce -1.7170 -0.5349 1.1843 -2.655 0.490 1.139
N -3.3738 -0.4424 -0.8235 -0.064 0.093 -0.551
H -0.7653 -2.0465 0.6561 0.951 -1.506 -0.271
H -4.3892 -0.3535 -0.7617 0.235 0.045 0.008
H 1.8246 -2.5227 -1.7347 0.068 -0.041 -0.138
H 2.3758 -3.7848 -0.6061 0.007 0.172 0.011
H 1.3164 -2.4478 -0.0554 0.273 -0.163 -0.094
H 3.0238 -2.1162 -0.4927 0.026 -0.088 0.005
H -3.0276 0.3767 -1.3389 -0.327 -0.355 0.086
H -3.1975 -1.2539 -1.4218 -0.053 0.216 0.105
C 0.6849 0.4318 2.0688 0.614 -0.466 0.752
C 0.3718 1.1718 0.8239 -0.758 -0.028 -0.873
N -0.4059 0.7410 -0.1924 1.567 0.967 -0.792
C -0.2660 1.6887 -1.2306 -0.132 -0.557 1.332
C 0.5100 2.7038 -0.7747 0.027 -0.151 0.233
N 0.8887 2.3689 0.5280 0.516 0.990 -0.679
H 1.7459 0.6069 2.3150 -0.409 -0.075 0.189
H 0.0500 0.7859 2.9118 0.493 -0.272 -0.184
H 0.6115 -0.6863 1.9700 0.178 0.787 -0.073
H -0.7463 1.4990 -2.1766 0.128 0.308 -0.008
H 0.8287 3.6121 -1.2572 0.040 -0.018 0.109
H 1.5089 2.9256 1.1254 -0.428 -0.469 -0.489
```
Positions in Å, forces in eV/Å.

For the max |F|, the calculation gives 2.93 eV Å⁻¹. As for the net charge: +1. The frontier orbital gap (alpha / beta) comes out at 5.40 / 5.54 eV. As for the lowest unoccupied orbital energy (alpha / beta): -3.13 / -3.15 eV. The total energy is -837.9350 Ha.



(2)
C5H14IN2 | ωB97M-V with the def2-TZVPD basis set

Geometry as XYZ:
```
22
Properties=species:S:1:pos:R:3:forces:R:3
C 0.7156 -1.5026 1.9596 0.441 1.183 -2.915
C -0.4596 2.5077 -0.1639 2.858 -1.049 1.603
C 1.7304 0.4752 -0.3100 0.637 -1.890 -0.036
C 0.0493 -1.1135 0.5783 1.724 -1.303 2.493
C -0.7140 1.0799 0.0477 -2.330 -0.361 1.380
N -2.3121 -1.5323 -2.2716 1.563 -0.458 -0.755
N 0.4734 0.2903 0.4293 -1.486 1.192 -2.059
I -1.5087 0.3450 -2.1040 -0.264 -0.027 -0.990
H 0.3967 -0.7728 2.6471 -0.255 0.897 1.171
H 0.3968 -2.4147 2.2978 -0.602 -2.387 0.760
H 1.8060 -1.4870 1.8263 -0.312 -0.098 0.335
H 0.1815 2.6186 0.8243 -1.033 0.509 -1.712
H 0.1814 2.7471 -0.9898 0.582 0.671 -0.517
H -1.2807 3.1541 -0.0864 -1.295 0.593 -0.008
H 1.5172 -0.1191 -1.1981 0.718 0.612 -0.546
H 2.0195 1.5221 -0.4574 -0.236 -0.468 0.054
H 2.4462 -0.1084 0.3019 0.226 0.693 -0.661
H -1.0135 -1.3106 0.5586 -0.185 0.833 0.156
H 0.4833 -1.6826 -0.2066 0.472 -0.446 -0.794
H -2.6401 -1.7724 -3.2144 0.891 0.710 -0.189
H -3.1536 -1.5917 -1.7907 -1.814 0.336 1.750
H 0.6850 0.6679 1.3220 -0.299 0.261 1.481
```
Positions in Å, forces in eV/Å.

For the max |F|, the calculation gives 3.44 eV Å⁻¹. As for the net charge: +1. The relative energy (zero: lowest compared OMol25 entry of this formula, charge and spin) is 5.242 eV. The frontier orbital gap comes out at 7.33 eV. As for the lowest unoccupied orbital energy: -4.44 eV. The total energy is -605.6661 Ha.



(3)
C5H14N | ωB97M-V with the def2-TZVPD basis set

Geometry as XYZ:
```
20
Properties=species:S:1:pos:R:3:forces:R:3
C -0.5767 2.1914 0.3572 -1.394 0.166 2.060
C -0.5652 0.7112 -0.0424 -0.323 2.119 0.877
C 0.7979 0.4297 -0.9052 0.900 -0.912 0.508
C 1.0876 -1.0749 -1.1665 0.020 1.645 -2.356
C 0.1096 -2.0854 -1.6966 0.478 0.600 1.589
N -0.4890 -0.1422 1.0006 0.036 0.142 -1.027
H 0.2769 2.4264 0.9985 0.330 0.271 -0.623
H -1.4017 2.2546 1.1017 0.144 -0.075 -0.301
H -0.8976 2.9835 -0.3162 0.688 -0.359 -0.690
H -1.3836 0.5534 -0.7771 0.169 -1.010 -0.068
H 0.7522 1.0900 -1.7879 -0.337 -0.502 -0.220
H 1.6185 0.8656 -0.3290 -0.141 -0.049 0.261
H 1.9866 -1.0738 -1.7961 0.056 -0.217 0.387
H 1.2865 -1.3677 -0.0629 -0.469 -0.535 0.061
H -0.0896 -1.6757 -2.7339 0.549 0.148 -0.551
H 0.6437 -3.0339 -1.8373 -0.781 -0.297 -0.290
H -0.8724 -2.0202 -1.2345 0.071 -0.873 0.300
H -1.2384 -0.8847 4.7043 -0.794 -0.476 0.064
H -0.4144 0.3621 1.9092 -0.009 -0.280 0.124
H -0.6310 -0.5093 4.6140 0.808 0.496 -0.105
```
Positions in Å, forces in eV/Å.

For the max |F|, the calculation gives 2.87 eV Å⁻¹. As for the net charge: +2. The relative energy (zero: lowest compared OMol25 entry of this formula, charge and spin) is 7.987 eV. The frontier orbital gap (alpha / beta) comes out at 6.66 / 4.88 eV. Its spin multiplicity is 2. As for the lowest unoccupied orbital energy (alpha / beta): -13.61 / -15.39 eV. The total energy is -252.6171 Ha.



(4)
C5H14N2 | ωB97M-V with the def2-TZVPD basis set

Geometry as XYZ:
```
21
Properties=species:S:1:pos:R:3:forces:R:3
C -0.2041 -0.6780 0.0182 0.182 0.597 -0.132
C -1.5229 -0.0921 -0.5379 0.734 -1.164 -0.158
C -2.5094 -1.2593 -0.6018 -0.422 0.044 0.298
C -1.9697 1.0530 0.3454 0.156 0.768 -0.319
N 0.9140 0.2020 -0.2146 -0.176 0.364 -0.720
C 2.2268 -0.2230 0.2281 -0.091 1.050 0.060
N 2.9788 0.9836 0.6112 0.396 -0.425 0.216
H -0.3605 -0.8410 1.0987 0.021 -0.425 -0.018
H 0.0300 -1.6213 -0.4860 -0.132 -0.075 0.217
H -1.3002 0.2250 -1.5626 -0.137 0.233 0.126
H -2.1281 -2.0983 -1.1894 0.084 0.200 -0.172
H -2.6715 -1.6712 0.4000 -0.077 0.114 0.061
H -3.4901 -0.9745 -1.0012 0.115 0.033 0.029
H -1.9049 0.7653 1.3957 -0.290 0.001 0.018
H -2.9509 1.4586 0.0897 -0.248 -0.352 0.132
H -1.3213 1.9297 0.2216 0.177 -0.209 0.062
H 0.7354 1.1677 0.0284 0.102 -0.304 0.286
H 2.7649 -0.7601 -0.5655 -0.280 -0.295 0.093
H 2.1480 -0.8510 1.1228 0.140 -0.170 -0.099
H 3.2798 1.4984 -0.2177 -0.206 -0.191 -0.186
H 3.8666 0.6165 0.9751 -0.049 0.207 0.207
```
Positions in Å, forces in eV/Å.

For the max |F|, the calculation gives 1.38 eV Å⁻¹. As for the net charge: -1. The relative energy (zero: lowest compared OMol25 entry of this formula, charge and spin) is 0.521 eV. The frontier orbital gap (alpha / beta) comes out at 2.14 / 8.29 eV. Its spin multiplicity is 2. As for the lowest unoccupied orbital energy (alpha / beta): 3.67 / 3.53 eV. The total energy is -308.3439 Ha.



(5)
C5H14N2 | ωB97M-V with the def2-TZVPD basis set

Geometry as XYZ:
```
21
Properties=species:S:1:pos:R:3:forces:R:3
C -2.5280 -0.4248 -1.5825 0.282 -0.675 -0.541
N -1.7446 -0.3795 -0.3748 -0.566 0.134 0.396
C -0.5143 -1.1260 -0.4638 0.087 0.590 -0.421
C 0.4281 -0.7885 0.6737 -0.367 0.321 -0.191
N 0.7890 0.6339 0.7178 -0.168 -0.919 0.180
C 1.6435 0.9771 -0.4000 -0.138 1.410 0.249
C 1.3022 0.9713 2.0510 0.452 -0.641 -1.056
H -1.9747 -0.1265 -2.4795 0.235 0.425 -0.129
H -3.4203 0.1845 -1.5160 -0.199 -0.011 0.135
H -2.7862 -1.4636 -1.8236 -0.340 0.092 0.335
H -1.5892 0.5796 -0.0923 0.329 -0.079 0.021
H -0.0475 -0.9387 -1.4462 0.291 -0.066 0.081
H -0.7277 -2.1875 -0.4316 -0.126 -0.360 0.037
H -0.0860 -1.0431 1.6035 0.135 0.003 0.039
H 1.3235 -1.4177 0.5636 0.099 -0.036 0.200
H 1.0400 1.2305 -1.2740 0.006 -0.624 -0.215
H 2.1107 1.9497 -0.1952 0.191 -0.293 0.156
H 2.4225 0.2464 -0.6249 0.071 -0.183 -0.125
H 2.0112 1.7716 1.9174 -0.135 0.717 0.385
H 1.8936 0.1595 2.4983 -0.137 -0.144 0.013
H 0.4543 1.1917 2.6791 -0.004 0.339 0.453
```
Positions in Å, forces in eV/Å.

For the max |F|, the calculation gives 1.44 eV Å⁻¹. As for the structure (SMILES): CNCCN(C)C. The relative energy (zero: lowest compared OMol25 entry of this formula, charge and spin) is 1.244 eV. The frontier orbital gap comes out at 9.50 eV. As for the lowest unoccupied orbital energy: 1.11 eV. The total energy is -308.3774 Ha.



(6)
C5H14N2 | ωB97M-V with the def2-TZVPD basis set

Geometry as XYZ:
```
21
Properties=species:S:1:pos:R:3:forces:R:3
C 2.5638 -0.4491 -1.5495 1.386 -0.939 -1.281
N 1.3273 -0.6763 -0.8363 0.611 0.317 0.215
C 1.3025 0.1764 0.3649 -1.541 -0.126 -0.731
C -0.0432 -0.0303 1.1456 1.992 0.450 -1.317
C -1.1634 0.4589 0.2115 -1.104 0.486 1.468
C -1.9556 -0.7301 -0.2595 -2.618 -2.147 -1.238
N -2.0821 1.2657 1.0474 -0.841 -0.268 0.694
H 2.7072 -1.0759 -2.4431 -1.028 0.134 -0.195
H 3.4802 -0.8241 -1.0596 -0.097 0.759 0.830
H 2.7105 0.5731 -1.9073 -0.193 0.006 0.417
H 1.3682 -1.6456 -0.5419 -0.342 -0.047 0.121
H 2.2507 0.1353 0.8992 -0.062 -0.208 0.583
H 1.1631 1.2127 0.0183 0.598 -0.160 -0.079
H -0.2098 -1.0911 1.4145 0.129 0.771 0.424
H 0.0837 0.6931 1.9523 -0.539 -0.591 0.540
H -0.8098 1.1767 -0.5152 0.564 -0.654 -0.875
H -2.8109 -0.9213 0.3849 0.317 0.235 1.470
H -2.6975 -0.7619 -1.1065 1.569 1.098 -0.490
H -1.5340 -1.7551 -0.2980 0.689 0.963 -0.077
H -1.7718 2.1870 1.3191 0.329 -0.032 -0.263
H -3.0290 1.3392 0.6987 0.180 -0.048 -0.213
```
Positions in Å, forces in eV/Å.

For the max |F|, the calculation gives 3.61 eV Å⁻¹. As for the structure (SMILES): CNCC[C@@H](C)N. The relative energy (zero: lowest compared OMol25 entry of this formula, charge and spin) is 1.925 eV. The frontier orbital gap comes out at 9.92 eV. As for the lowest unoccupied orbital energy: 1.15 eV. The total energy is -308.3523 Ha.



(7)
C5H14N2 | ωB97M-V with the def2-TZVPD basis set

Geometry as XYZ:
```
21
Properties=species:S:1:pos:R:3:forces:R:3
C -0.8235 -2.6779 -0.5221 -1.794 0.394 0.967
C -0.5152 -1.2283 -0.9130 1.471 -0.330 -0.280
N -0.0490 -0.3712 0.2180 -0.794 0.949 -0.497
C -0.6931 -0.6057 1.5017 0.993 0.401 1.644
C -0.4148 1.0458 -0.1698 2.217 -0.080 3.826
C 0.6553 2.1265 0.1954 -0.907 -1.216 -1.898
N 1.9176 1.7673 -0.4859 2.188 1.091 2.248
H -0.2075 -3.2326 0.1702 0.809 0.635 0.411
H -0.8756 -3.3586 -1.3373 -0.164 -0.159 -1.192
H -1.8331 -2.6980 -0.0524 0.492 -0.115 -0.251
H 0.3557 -1.2582 -1.6409 -1.097 0.306 0.589
H -1.3907 -0.7338 -1.4274 0.603 -0.821 0.434
H -1.7877 -0.7033 1.4247 -0.033 0.706 0.180
H -0.4066 -1.5419 2.0299 0.316 0.459 -0.623
H -0.3053 0.2661 2.2034 -1.296 -1.727 -1.244
H -1.2701 1.3657 0.4170 -0.870 -0.150 -0.540
H -0.4942 1.0402 -1.1795 -0.713 0.389 -3.010
H 0.7011 2.2341 1.2551 0.305 0.141 0.964
H 0.2431 3.0598 -0.2243 0.329 -0.181 0.151
H 2.4829 2.6940 -0.5505 -0.915 -2.288 0.200
H 2.4549 1.1316 0.2340 -1.138 1.597 -2.079
```
Positions in Å, forces in eV/Å.

For the max |F|, the calculation gives 4.42 eV Å⁻¹. As for the structure (SMILES): CCN(C)CCN. The relative energy (zero: lowest compared OMol25 entry of this formula, charge and spin) is 2.037 eV. The frontier orbital gap comes out at 9.53 eV. As for the lowest unoccupied orbital energy: 1.09 eV. The total energy is -308.3482 Ha.



(8)
C5H14N2 | ωB97M-V with the def2-TZVPD basis set

Geometry as XYZ:
```
21
Properties=species:S:1:pos:R:3:forces:R:3
C 2.9462 -0.7656 0.7311 0.184 0.948 0.093
C 1.9649 0.1129 -0.0174 -0.099 1.693 -1.426
N 0.6711 -0.4909 -0.1208 -0.359 -2.100 0.341
C -0.6424 -0.0250 -0.5351 1.417 2.648 0.923
C -1.3352 -0.9712 -1.4860 0.352 -0.547 0.127
C -1.5114 0.4264 0.7062 -0.300 -1.685 -1.581
N -2.0747 1.7556 0.6380 0.815 0.633 0.738
H 3.2369 -1.5547 0.0484 0.122 -0.441 0.248
H 2.5937 -1.1361 1.6904 -0.283 -0.196 -0.069
H 3.8229 -0.1540 0.9579 0.129 -0.188 -0.133
H 1.8973 1.1697 0.2901 -0.089 -0.365 0.953
H 2.4487 0.3125 -1.0056 -0.290 -0.525 -0.005
H 0.6995 -1.4475 0.1668 -0.117 -0.426 0.078
H -0.3112 0.9272 -0.9718 -0.906 0.101 -0.644
H -2.4194 -0.8794 -1.5358 0.021 0.454 -0.086
H -0.8865 -0.9203 -2.4766 -0.138 -0.027 -0.059
H -1.1696 -1.9838 -1.1072 0.031 -0.119 -0.061
H -2.2920 -0.3389 0.7678 -0.194 -0.188 0.385
H -0.8428 0.2706 1.5410 -0.091 0.581 0.435
H -2.8441 1.9373 0.0112 -0.014 -0.517 -0.034
H -2.3315 2.0260 1.5786 -0.192 0.265 -0.223
```
Positions in Å, forces in eV/Å.

For the max |F|, the calculation gives 3.14 eV Å⁻¹. As for the structure (SMILES): CCN[C@@H](C)CN. The relative energy (zero: lowest compared OMol25 entry of this formula, charge and spin) is 1.478 eV. The frontier orbital gap comes out at 8.87 eV. As for the lowest unoccupied orbital energy: 1.12 eV. The total energy is -308.3687 Ha.



(9)
C5H14N2 | ωB97M-V with the def2-TZVPD basis set

Geometry as XYZ:
```
21
Properties=species:S:1:pos:R:3:forces:R:3
C 2.0763 -1.2275 1.2787 -0.303 0.810 0.090
C 0.9294 -0.1703 1.2023 1.193 -0.146 0.539
C -0.1590 -0.6002 0.2520 -1.548 0.116 -0.450
N -0.9085 -1.7152 0.8541 0.449 0.366 0.457
C -1.0714 0.6218 -0.0424 0.393 0.277 0.153
N -0.4251 1.6560 -0.8642 -0.365 -0.260 -0.293
C -0.8563 1.6272 -2.2582 0.234 0.491 -0.407
H 1.7642 -2.0044 0.5898 0.506 -0.440 0.099
H 3.0329 -0.7863 0.9935 -0.111 -0.049 -0.438
H 2.2956 -1.6366 2.2632 -0.545 -0.146 0.072
H 0.4808 0.0505 2.1757 -0.127 -0.378 0.055
H 1.3534 0.8025 0.9418 -0.037 -0.048 -0.364
H 0.2116 -0.9991 -0.6984 0.378 0.317 0.026
H -1.5219 -1.3042 1.5432 -0.251 -0.273 0.258
H -1.4651 -2.2498 0.2065 -0.078 0.171 -0.260
H -2.0141 0.3604 -0.5193 0.041 -0.398 -0.199
H -1.3839 1.0680 0.9174 0.244 -0.134 -0.022
H 0.5806 1.5260 -0.8670 -0.083 0.065 0.232
H -0.5807 0.7241 -2.8205 -0.023 -0.093 0.116
H -1.9307 1.7734 -2.3762 -0.047 -0.103 0.354
H -0.4079 2.4836 -2.7719 0.081 -0.143 -0.016
```
Positions in Å, forces in eV/Å.

For the max |F|, the calculation gives 1.62 eV Å⁻¹. As for the structure (SMILES): CC[C@@H](N)CNC. The relative energy (zero: lowest compared OMol25 entry of this formula, charge and spin) is 0.934 eV. The frontier orbital gap comes out at 9.64 eV. As for the lowest unoccupied orbital energy: 1.13 eV. The total energy is -308.3887 Ha.



(10)
C5H14N2O | ωB97M-V with the def2-TZVPD basis set

Geometry as XYZ:
```
22
Properties=species:S:1:pos:R:3:forces:R:3
H 2.4937 1.0214 -2.4158 0.190 0.584 2.346
N 2.6540 1.4809 -1.4452 0.066 -0.355 -0.486
C 2.1380 0.8439 -0.4688 0.215 0.745 -2.141
N 1.4657 -0.3577 -0.6825 -3.336 -0.587 1.283
C 0.0336 -0.3547 0.0695 5.383 0.426 4.060
C -0.1726 -1.4423 1.2215 -1.141 -0.929 -2.486
C -1.6607 -1.2755 1.7210 0.109 -0.586 -0.788
C -2.6583 -1.2055 0.5356 1.509 -3.382 0.628
H 2.1213 1.2697 0.5338 0.302 0.187 0.055
H 2.0510 -1.1224 -0.4064 -0.008 -0.630 0.276
H -0.6887 -0.4960 -0.6270 -1.844 0.018 -2.058
H 0.0139 0.6214 0.6499 -0.398 -0.687 -1.265
H -0.0998 -2.3949 0.6214 -0.111 0.413 0.870
H 0.5396 -1.5435 2.0566 -0.139 0.678 -0.486
H -1.9732 -2.1351 2.3306 0.403 0.582 0.384
H -1.6593 -0.3196 2.2062 -0.345 0.300 1.019
H -2.5016 -0.3218 0.0693 0.945 2.474 -2.207
H -2.3482 -2.1331 -0.0625 -0.991 1.500 0.108
H -3.7166 -1.1223 0.6594 -0.720 -0.829 1.057
O 1.2856 3.7522 -2.5940 -1.654 -1.284 2.230
H 0.6767 3.1696 -1.9664 2.207 1.925 -1.970
H 2.0061 4.0655 -2.0063 -0.642 -0.564 -0.427
```
Positions in Å, forces in eV/Å.

For the max |F|, the calculation gives 6.76 eV Å⁻¹. As for the structure (SMILES): [H]/N=C\NCCCC.O. The relative energy (zero: lowest compared OMol25 entry of this formula, charge and spin) is 3.653 eV. The frontier orbital gap comes out at 10.38 eV. As for the lowest unoccupied orbital energy: 0.88 eV. The total energy is -383.5665 Ha.